Molecular formula: C55H56BF4N3O3P2Ti
Method: DFT, ωB97M-V/def2-TZVPD

```
125
C55H56BF4N3O3P2Ti, DFT ωB97M-V/def2-TZVPD
Ti 11.804 13.865 10.162
C 13.780 17.617 9.320
N 14.281 16.297 8.829
C 14.864 16.393 7.487
C 15.183 15.641 9.813
C 16.582 15.753 9.829
C 17.320 14.990 10.712
C 16.678 14.161 11.632
C 15.332 14.158 11.615
C 14.491 14.969 10.859
N 13.146 15.019 10.971
C 12.734 16.036 11.843
C 13.617 16.645 12.692
C 13.237 17.762 13.376
C 11.932 18.185 13.319
C 10.998 17.498 12.555
C 11.390 16.421 11.832
N 10.562 15.597 11.075
C 9.981 16.349 9.895
C 9.444 14.981 11.927
H 14.654 18.220 9.492
H 13.134 17.971 8.509
H 13.253 17.462 10.211
H 15.115 15.394 7.231
H 14.117 16.765 6.750
H 15.756 16.972 7.445
H 17.038 16.268 9.013
H 18.401 14.928 10.492
H 17.262 13.527 12.277
H 14.910 13.501 12.358
H 14.623 16.262 12.717
H 13.913 18.261 14.040
H 11.657 19.078 13.873
H 9.912 17.665 12.475
H 9.006 16.791 10.194
H 10.675 17.147 9.650
H 9.817 15.795 8.973
H 8.890 15.713 12.450
H 8.672 14.563 11.333
H 10.009 14.303 12.556
C 17.047 9.362 14.477
C 15.981 10.371 13.990
C 16.118 11.722 14.671
C 14.483 9.986 14.222
C 13.955 9.037 15.127
C 12.611 9.004 15.287
C 11.720 9.982 14.724
C 12.203 10.819 13.812
P 11.371 12.321 13.404
C 11.716 13.297 14.944
C 11.314 14.634 14.927
C 11.631 15.428 16.019
C 12.457 15.002 17.035
C 12.748 13.669 17.098
C 12.436 12.826 16.002
C 9.556 11.947 13.764
C 8.971 11.306 12.644
C 7.628 11.042 12.692
C 6.872 11.315 13.834
C 7.460 12.014 14.852
C 8.803 12.358 14.862
C 13.542 10.663 13.485
O 13.926 11.457 12.414
C 15.094 11.060 11.744
C 15.065 11.158 10.304
C 16.119 10.584 9.652
C 17.160 10.013 10.322
C 17.167 9.887 11.700
C 16.129 10.498 12.449
P 13.497 11.727 9.503
C 13.918 12.262 7.831
C 15.169 12.657 7.528
C 15.529 12.922 6.214
C 14.573 12.894 5.186
C 13.264 12.535 5.486
C 12.986 12.173 6.769
C 12.654 10.075 9.175
C 12.837 9.382 7.946
C 12.037 8.318 7.584
C 10.969 7.936 8.459
C 10.741 8.638 9.628
C 11.573 9.699 10.033
H 16.851 9.148 15.539
H 18.068 9.765 14.393
H 16.978 8.394 13.882
H 15.912 11.528 15.740
H 15.350 12.472 14.239
H 17.069 12.100 14.530
H 14.589 8.348 15.737
H 12.144 8.162 15.837
H 10.720 10.187 15.047
H 10.614 15.059 14.135
H 11.445 16.466 15.898
H 12.841 15.723 17.781
H 13.255 13.230 17.936
H 12.757 11.784 16.004
H 9.530 10.883 11.800
H 7.118 10.537 11.895
H 5.920 10.944 13.842
H 6.757 12.388 15.581
H 9.318 12.955 15.613
H 16.174 10.490 8.550
H 17.906 9.573 9.727
H 18.021 9.511 12.202
H 15.981 12.844 8.206
H 16.556 13.178 5.983
H 14.908 13.047 4.146
H 12.491 12.222 4.813
H 12.027 11.742 7.051
H 13.623 9.653 7.300
H 12.223 7.956 6.604
H 10.347 7.073 8.195
H 9.895 8.334 10.157
H 11.521 10.255 10.955
O 8.547 18.811 16.003
H 8.322 19.548 16.581
H 7.929 18.106 16.137
O 12.015 14.614 8.464
H 13.488 15.623 8.736
H 11.315 14.592 7.857
F 10.317 12.437 9.993
B 9.134 12.336 9.052
F 8.235 11.325 9.392
F 8.653 13.714 9.208
F 9.775 12.142 7.840
```

2S+1   2
DFT total energy   -4475.96047 Eh
<S²>   0.75
Net charge   +1
E_HOMO (alpha / beta)   -0.379 / -0.381 Eh